No. 1
The ion C5H8N with charge +1 at a distorted geometry, computed with wB97M-V/def2-TZVPD.

Calculated values
**HOMO energy**: -14.188 eV
**ΔE to the lowest compared entry with this formula, charge and spin**: 5.650 eV
**Charge**: +1

Structure (XYZ):
```
14
C5H8N, DFT wB97M-V/def2-TZVPD
C 0.8234 0.6195 -0.1708
C -0.2296 1.3208 0.0390
C 2.0810 -0.0886 0.2801
C -1.5234 0.5056 -0.2754
C -1.1480 -0.8906 0.1912
N 0.9775 -0.7626 -0.3800
H 3.0842 -0.0036 -0.2514
H 2.2244 -0.2648 1.4143
H -0.3233 2.3496 0.2294
H -2.0315 0.5083 -1.2353
H -2.4277 1.0085 0.4353
H -1.5071 -1.8092 -0.3899
H -1.0288 -1.0456 1.2608
H 1.0289 -1.4476 -1.1474
```

***

No. 2
A structure of composition C27H26INO3W, computed with wB97M-V/def2-TZVPD.

Calculated values
**HOMO energy (alpha / beta)**: -14.090 / -14.978 eV
**ΔE to the lowest compared entry with this formula, charge and spin**: 0.000 eV
**Charge**: +2
**Multiplicity**: 3

Structure (XYZ):
```
59
C27H26INO3W, DFT wB97M-V/def2-TZVPD
W 0.4391 0.1349 0.0786
C -1.0086 3.9564 -0.7497
C -1.3695 2.7796 0.1014
C -2.6484 2.2206 0.0577
C -3.0380 1.2236 0.9418
C -2.1541 0.7434 1.8989
C -0.8596 1.2577 1.9503
C -0.4542 2.2628 1.0397
H -0.0988 3.7750 -1.3228
H -0.8221 4.8256 -0.1161
H -1.8093 4.2050 -1.4424
H -3.3625 2.6006 -0.6618
H -4.0447 0.8308 0.8921
H -2.4698 -0.0038 2.6143
H -0.1992 0.9847 2.7624
H 0.5009 2.7613 1.1829
O -2.2349 -2.3881 -1.4910
C -1.2219 -1.8767 -1.1595
O -1.1610 -0.6213 -0.6115
C 0.1342 -2.5055 -1.2415
C 0.2832 -3.7783 -1.7775
C 1.5422 -4.3082 -1.8283
C 2.6396 -3.5585 -1.3626
C 3.9595 -4.0726 -1.4189
C 5.0127 -3.3224 -0.9921
C 4.7897 -2.0182 -0.4975
C 3.5301 -1.4938 -0.4225
C 2.4191 -2.2569 -0.8463
N 1.1341 -1.7609 -0.7773
H -0.5953 -4.2999 -2.1301
H 1.7104 -5.2997 -2.2306
H 4.1117 -5.0676 -1.8173
H 6.0195 -3.7134 -1.0446
H 5.6340 -1.4166 -0.1862
H 3.3922 -0.4817 -0.0736
C 7.0859 -0.1225 5.2124
C 5.8357 -0.3638 4.4353
C 5.2798 -1.6433 4.3529
C 4.1140 -1.8788 3.6648
C 3.5745 -3.2832 3.6038
C 3.4682 -0.7730 3.0128
C 2.3007 -1.0693 2.3206
O 1.5991 -0.2299 1.6533
C 4.0356 0.5462 3.0844
C 3.4121 1.7496 2.4380
C 5.1986 0.7083 3.7911
H 7.5624 -1.0496 5.5201
H 6.8495 0.4567 6.1090
H 7.7929 0.4711 4.6315
H 5.7806 -2.4660 4.8470
H 4.2267 -3.9551 4.1553
H 3.5190 -3.6488 2.5761
H 2.5808 -3.3574 4.0494
H 1.9169 -2.0869 2.3527
H 2.3970 1.9135 2.8036
H 3.3622 1.6434 1.3527
H 4.0012 2.6356 2.6617
H 5.6409 1.6947 3.8626
I 1.6858 1.4594 -1.7613
```

***

No. 3
A cluster of 7 separate species, C18H47ClNO10 in total, computed with wB97M-V/def2-TZVPD.

Calculated values
**HOMO energy**: -6.451 eV
**Charge**: -1

Structure (XYZ):
```
77
C18H47ClNO10, DFT wB97M-V/def2-TZVPD
Cl -0.6823 -16.0359 -22.2077
O -1.8564 -16.2684 -23.0280
O -0.2295 -14.6845 -22.4302
O -1.0735 -16.2634 -20.8218
O 0.3894 -16.9437 -22.5248
C 3.3231 -16.9912 -24.8213
C 4.1464 -15.7360 -24.5512
C 3.2930 -14.8237 -23.6744
C 4.0580 -13.7149 -22.9646
C 5.2800 -14.2745 -22.2628
C 6.1893 -15.1251 -23.1333
N 5.3551 -16.1203 -23.8176
O 6.1674 -16.9881 -24.5871
C 7.0305 -14.2551 -24.0816
C 7.1267 -15.9042 -22.2091
C 4.4272 -15.0091 -25.8754
H 2.9138 -17.3981 -23.8966
H 3.9095 -17.7952 -25.2692
H 2.4940 -16.7307 -25.4768
H 2.5562 -14.3625 -24.3464
H 2.6575 -15.3804 -22.9833
H 3.4169 -13.2434 -22.2146
H 4.3211 -12.9103 -23.6619
H 4.9457 -14.8937 -21.4235
H 5.8901 -13.4864 -21.8086
H 7.0742 -14.6687 -25.0888
H 6.6317 -13.2393 -24.1794
H 8.0632 -14.1291 -23.7478
H 7.7893 -16.5438 -22.7984
H 7.7544 -15.2209 -21.6330
H 6.5749 -16.5680 -21.5444
H 4.9011 -14.0391 -25.7139
H 3.4890 -14.8145 -26.3951
H 5.0639 -15.5930 -26.5476
H 6.3073 -16.5710 -25.4490
C 3.1354 -14.9489 -18.7717
C 2.9172 -15.8849 -19.9388
O 1.8541 -16.8048 -19.6767
H 2.1688 -14.6692 -18.3504
H 3.6273 -14.0156 -19.0697
H 3.7466 -15.3859 -17.9813
H 3.7952 -16.5090 -20.1292
H 2.7108 -15.3298 -20.8572
H 1.0877 -16.5207 -20.1863
C -3.1194 -20.8052 -20.5971
C -2.6695 -19.3930 -20.9045
O -1.4116 -19.1817 -20.2782
H -2.3593 -21.5167 -20.9243
H -4.0422 -21.0486 -21.1298
H -3.2839 -20.9371 -19.5274
H -3.4012 -18.6630 -20.5346
H -2.5899 -19.2423 -21.9875
H -1.0759 -18.3350 -20.5991
C -2.9050 -15.4642 -26.4672
C -3.4780 -14.2800 -25.7095
O -2.4645 -13.6142 -24.9786
H -2.2203 -15.0496 -27.2143
H -3.6391 -16.0841 -26.9778
H -2.2987 -16.0301 -25.7639
H -4.3098 -14.5786 -25.0557
H -3.9003 -13.5389 -26.3938
H -2.1338 -14.2051 -24.2884
C -0.3211 -12.9998 -19.0840
C -0.7694 -14.1943 -18.2959
O -0.8131 -13.8554 -16.9058
H -1.0388 -12.1797 -19.0051
H -0.2584 -13.2690 -20.1416
H 0.6581 -12.6469 -18.7572
H -0.0797 -15.0273 -18.4726
H -1.7453 -14.5389 -18.6533
H -0.9820 -14.6649 -16.4170
C -0.0706 -17.6499 -25.7829
O 0.3350 -18.6386 -26.7513
H 0.4704 -17.8768 -24.8672
H 0.2018 -16.6504 -26.1178
H -1.1250 -17.7603 -25.5349
H 0.1990 -18.2729 -27.6276
```

***

| no. | energy (eV) |
| --- | --- |
| 1 | -6792.4380 |
| 2 | -45967.3944 |
| 3 | -53909.0234 |